{"formula": "C5H3CuO3", "method": "ωB97M-V/def2-TZVPD", "elements": ["C", "C", "O", "C", "C", "O", "C", "O", "Cu", "H", "H", "H"], "positions_angstrom": [[1.55146, -0.26109, -1.05680], [2.58116, -0.34904, -1.82443], [3.44676, -0.37680, -2.61470], [0.48534, -0.94746, -0.32834], [-0.56124, 0.11318, -0.32767], [-1.47003, 0.07722, 0.52797], [-1.14665, 1.55088, 3.12641], [-2.19545, 1.53597, 2.65866], [-2.99450, 0.75414, 1.00893], [0.10097, -1.86834, -0.78721], [0.83490, -1.13427, 0.70743], [-0.63272, 0.90561, -1.09025]], "forces_ev_per_angstrom": [[-0.94, -1.73, 1.15], [4.46, 0.07, -4.22], [-2.50, 0.15, 2.61], [0.95, 1.61, 0.21], [-3.95, 0.28, 2.02], [4.79, -1.63, -3.01], [-1.50, 0.11, -0.40], [1.75, 0.56, 1.71], [-3.49, 1.06, 0.40], [0.26, -0.05, -0.20], [-0.22, -0.18, -0.25], [0.39, -0.26, 0.00]], "lumo_ev": [-9.3, -12.8], "e_tot_ha": -2057.62103, "total_charge": 2, "s_squared": 2.03, "spin_multiplicity": 3, "largest_force_ev_per_a": 6.1}

{"formula": "C5H3F", "method": "ωB97M-V/def2-TZVPD", "elements": ["C", "C", "C", "C", "C", "F", "H", "H", "H"], "positions_angstrom": [[-0.24116, -0.14609, -0.31594], [-1.48840, -0.87834, 0.11456], [0.85248, 0.28633, 0.18125], [1.64395, 1.28332, 0.61620], [-0.97463, -1.18677, -1.09953], [-2.61037, -1.03088, 0.82562], [2.52373, 1.17615, 1.33538], [1.43589, 2.24096, 0.32728], [-1.14149, -1.74469, -1.98482]], "forces_ev_per_angstrom": [[-2.65, -3.10, 0.45], [0.65, 0.01, -3.55], [2.89, 3.36, 1.32], [0.67, -3.76, 1.16], [-1.35, 1.16, 3.55], [1.34, 0.28, -0.25], [-1.31, -0.23, -1.21], [-0.49, 2.44, -0.77], [0.25, -0.16, -0.70]], "relative_energy_kcal_mol": 44.6, "lumo_ev": 0.6, "e_tot_ha": -291.98029, "largest_force_ev_per_a": 4.6}

{"formula": "C5H3F4IN4O3S", "method": "ωB97M-V/def2-TZVPD", "elements": ["C", "C", "N", "C", "N", "F", "N", "C", "N", "I", "H", "H", "H", "C", "F", "F", "F", "S", "O", "O", "O"], "positions_angstrom": [[-4.39921, 1.22657, -1.45251], [-3.22632, 1.05190, -1.57249], [-1.95617, 0.52277, -1.56471], [-0.93264, 0.70555, -0.71703], [-0.90434, 1.49391, 0.32717], [-1.95183, 2.23937, 0.71318], [0.09440, -0.09184, -1.15490], [-0.34895, -0.72096, -2.21911], [-1.61431, -0.37363, -2.53322], [-2.83809, -0.96348, -4.05021], [-5.45476, 1.25918, -1.24351], [-0.02657, 1.53990, 0.87012], [0.20849, -1.45741, -2.79722], [2.68793, -1.63850, 2.20032], [1.62626, -1.84751, 3.00340], [3.66976, -2.43062, 2.65047], [2.34249, -2.10851, 0.98216], [3.18955, 0.13929, 2.14982], [3.51199, 0.46354, 3.51690], [2.00543, 0.81906, 1.64120], [4.31688, 0.17142, 1.25017]], "forces_ev_per_angstrom": [[-0.67, 0.00, 0.22], [0.73, -0.81, 0.61], [-2.75, 1.86, 0.03], [0.44, -1.30, -1.60], [1.89, -0.41, 0.50], [-0.13, -0.08, -0.23], [-0.11, 0.35, 0.54], [-0.11, 0.21, 0.21], [1.09, -0.90, -0.49], [0.25, 0.06, 0.24], [0.40, 0.31, -0.28], [-0.19, 0.14, 0.36], [-0.14, 0.31, 0.21], [-0.10, -0.49, 0.07], [0.00, 0.22, -0.06], [0.06, 0.24, -0.03], [-0.01, 0.21, -0.04], [0.83, 1.02, 0.17], [-0.34, -0.40, 0.10], [-0.89, -0.13, -0.30], [-0.25, -0.43, -0.23]], "lumo_ev": -3.1, "e_tot_ha": -1732.15956, "largest_force_ev_per_a": 3.3}

{"formula": "C5H3F6NS", "method": "ωB97M-V/def2-TZVPD", "elements": ["C", "C", "C", "C", "C", "N", "F", "F", "F", "F", "F", "F", "S", "H", "H", "H"], "positions_angstrom": [[-0.78200, 0.50956, -0.11759], [-3.08363, 1.35134, -0.32071], [0.51015, -0.07834, -0.07061], [-5.36399, -1.87272, 0.11927], [-3.51541, 2.70400, 0.11996], [-1.82910, 1.02379, -0.11604], [-5.96556, -2.30709, -0.97161], [-4.51956, -2.78688, 0.58426], [-6.24533, -1.55160, 1.05552], [-3.80924, 2.79363, 1.44045], [-2.51764, 3.59460, -0.08318], [-4.58163, 3.15109, -0.53550], [-4.15619, 0.03756, -0.78334], [0.42444, -1.10487, 0.30129], [1.14435, 0.48748, 0.61309], [0.97089, -0.09444, -1.06091]], "forces_ev_per_angstrom": [[-1.51, 1.06, 0.25], [-2.31, -1.76, -0.57], [0.74, -0.62, -0.02], [-0.48, -0.92, 0.36], [-0.03, 0.82, 0.14], [2.02, -0.54, -0.20], [-0.25, -0.26, -0.07], [-0.09, 0.05, -0.03], [0.09, -0.02, -0.15], [0.09, -0.35, -0.18], [0.21, 0.12, -0.02], [-0.05, -0.24, -0.11], [1.45, 2.55, 0.57], [0.08, 0.11, -0.02], [-0.02, 0.00, -0.01], [0.04, 0.01, 0.06]], "relative_energy_kcal_mol": 8.0, "lumo_ev": [0.1, -1.9], "e_tot_ha": -1244.30379, "s_squared": 2.02, "spin_multiplicity": 3, "largest_force_ev_per_a": 3.0}